A structure of composition C48H34BrCl5N3O3S2Ta in a non-equilibrium geometry, computed with ωB97M-V/def2-TZVPD.

Values from the calculation:
Charge: +4
HOMO: -17.44 eV
2S+1: 1
LUMO level: -13.1 eV
ΔE to the lowest compared entry with this formula, charge and spin: 3.865 eV
Frontier orbital gap: 4.32 eV

Atoms and positions in Å:
Ta -1.989 0.274 -0.842
C 5.012 0.105 5.706
C 3.813 -0.032 4.816
C 3.952 -0.480 3.499
C 2.852 -0.654 2.679
C 1.592 -0.374 3.196
C 1.415 0.051 4.509
C 2.531 0.235 5.303
S 0.153 -0.641 2.218
O 0.483 -1.623 1.127
C 0.019 1.000 1.422
C -0.681 1.928 2.236
C -0.720 3.251 1.917
C -0.108 3.732 0.732
C -0.138 5.108 0.401
C 0.551 5.575 -0.684
C 1.287 4.684 -1.495
C 1.323 3.344 -1.211
C 0.616 2.830 -0.090
C 0.731 1.445 0.296
C 1.880 0.698 -0.332
C 3.197 1.171 -0.097
C 3.477 2.217 0.825
C 4.763 2.606 1.051
C 5.835 1.989 0.363
C 5.601 0.983 -0.528
C 4.280 0.541 -0.777
C 4.038 -0.524 -1.680
C 2.782 -1.010 -1.884
C 1.727 -0.368 -1.203
S 0.138 -1.018 -1.271
O -0.680 -0.065 -2.314
C 0.078 -2.631 -1.958
C 0.189 -3.744 -1.118
C 0.127 -4.995 -1.702
C -0.042 -5.157 -3.082
C -0.078 -6.527 -3.683
C -0.157 -4.014 -3.880
C -0.102 -2.744 -3.336
H 5.921 0.266 5.129
H 5.144 -0.812 6.284
H 4.893 0.924 6.413
H 4.940 -0.710 3.121
H 2.962 -1.038 1.674
H 0.424 0.215 4.917
H 2.410 0.563 6.328
H -1.140 1.571 3.152
H -1.228 3.954 2.567
H -0.675 5.792 1.047
H 0.563 6.634 -0.906
H 1.843 5.069 -2.341
H 1.907 2.677 -1.832
H 2.671 2.693 1.369
H 4.974 3.392 1.763
H 6.848 2.320 0.551
H 6.420 0.509 -1.053
H 4.875 -0.963 -2.209
H 2.601 -1.844 -2.547
H 0.339 -3.630 -0.058
H 0.221 -5.872 -1.073
H 0.896 -7.007 -3.573
H -0.324 -6.502 -4.741
H -0.803 -7.157 -3.165
H -0.270 -4.124 -4.952
H -0.175 -1.870 -3.972
Cl -5.625 0.600 5.423
C -4.716 0.195 4.053
C -4.509 1.166 3.058
Cl -5.154 2.738 3.155
C -3.755 0.787 1.968
Cl -3.474 1.849 0.591
C -3.188 -0.469 1.832
O -2.448 -0.679 0.707
C -3.411 -1.441 2.789
Cl -2.711 -2.987 2.588
C -4.182 -1.101 3.909
Cl -4.467 -2.269 5.104
N -2.518 3.614 -3.435
C -3.822 3.175 -3.371
C -3.821 2.137 -2.510
N -2.502 1.939 -2.052
C -1.753 2.876 -2.648
H -2.190 4.399 -3.986
H -4.617 3.634 -3.934
H -4.658 1.548 -2.168
H -0.692 3.018 -2.512
Br -4.360 -5.086 -1.213
C -4.001 -3.450 -2.028
C -4.371 -3.195 -3.344
C -4.032 -1.973 -3.916
C -3.340 -1.052 -3.174
N -3.022 -1.270 -1.861
C -3.360 -2.465 -1.304
H -4.905 -3.945 -3.916
H -4.285 -1.751 -4.944
H -3.015 -0.122 -3.615
H -3.083 -2.635 -0.273

Cartesian forces (eV/Å) of the 2 atoms listed first:
Ta 1.169 -0.302 0.180
C -0.027 -0.001 -0.009

***

A cluster of 6 separate species, C48H34ClF3O28P2S in total in a non-equilibrium geometry, computed with ωB97M-V/def2-TZVPD.

Values from the calculation:
HOMO: -9.50 eV
2S+1: 1
LUMO level: -2.1 eV
SMILES: C#CCCCC1=C(CC(=O)O)C(=O)c2c([PH2]=O)c([PH2]=O)c(S(=O)(=O)C(F)(F)F)c(Cl)c2C1=O.O=C1C=C(O)C(=O)C=C1O.O=C1C=C(O)C(=O)C=C1O.O=C1C=C(O)C(=O)C=C1O.O=C1C=C(O)C(=O)C=C1O.O=C1C=C(O)C(=O)C=C1O
Frontier orbital gap: 7.42 eV

Atoms and positions in Å:
C 5.340 -1.398 4.385
C 5.542 -0.536 3.563
C 5.828 0.579 2.581
C 4.676 0.801 1.547
C 3.706 1.971 1.936
C 3.016 1.789 3.290
C 3.147 2.656 4.305
C 3.968 3.953 4.263
C 3.227 5.115 4.982
O 3.865 6.008 5.474
O 1.863 5.163 5.018
C 2.437 2.339 5.637
O 2.955 2.555 6.696
C 1.048 1.675 5.461
C -0.084 1.943 6.285
P 0.179 3.212 7.652
O 0.392 2.465 8.919
C -1.328 1.299 6.085
P -2.809 1.653 7.151
O -2.594 2.591 8.279
C -1.478 0.357 4.997
S -2.998 -0.517 4.653
O -2.798 -1.815 4.062
O -3.861 -0.703 5.793
C -4.014 0.455 3.398
F -5.231 0.708 3.895
F -4.126 -0.190 2.252
F -3.430 1.665 3.240
C -0.344 0.141 4.158
Cl -0.381 -0.917 2.741
C 0.903 0.764 4.387
C 2.159 0.520 3.511
O 2.488 -0.543 3.074
H 5.544 -2.112 5.175
H 6.035 1.505 3.149
H 6.732 0.250 2.027
H 4.140 -0.134 1.306
H 5.172 1.103 0.604
H 4.283 2.903 1.829
H 2.923 1.995 1.141
H 4.898 3.784 4.836
H 4.187 4.327 3.251
H 1.634 6.058 5.323
H -0.964 4.056 7.758
H 1.252 4.077 7.311
H -3.805 2.156 6.259
H -3.203 0.397 7.686
O 5.623 0.439 -6.160
C 5.799 0.396 -4.960
C 6.875 1.124 -4.291
C 7.034 1.030 -2.967
O 8.010 1.686 -2.325
C 6.130 0.184 -2.128
O 6.328 0.117 -0.926
C 5.042 -0.524 -2.787
C 4.876 -0.431 -4.113
O 3.884 -1.069 -4.741
H 7.523 1.730 -4.908
H 7.910 1.450 -1.384
H 4.386 -1.118 -2.165
H 3.970 -0.853 -5.692
O -0.302 3.421 -0.681
C -1.484 3.316 -0.955
C -2.066 3.862 -2.175
C -3.376 3.732 -2.416
O -3.937 4.222 -3.528
C -4.284 3.030 -1.450
O -5.473 2.950 -1.701
C -3.697 2.465 -0.243
C -2.387 2.593 -0.005
O -1.814 2.084 1.092
H -1.401 4.368 -2.861
H -4.886 4.005 -3.468
H -4.359 1.946 0.436
H -0.868 2.315 1.023
O -0.086 -3.955 3.772
C -0.347 -5.023 3.254
C 0.683 -5.992 2.889
C 0.350 -7.148 2.306
O 1.271 -8.057 1.962
C -1.075 -7.493 2.005
O -1.322 -8.551 1.457
C -2.107 -6.540 2.390
C -1.778 -5.381 2.977
O -2.706 -4.493 3.339
H 1.709 -5.732 3.109
H 0.773 -8.795 1.561
H -3.133 -6.809 2.182
H -2.227 -3.739 3.737
O 3.495 -1.094 -7.793
C 2.472 -1.685 -8.096
C 2.246 -3.089 -7.781
C 1.110 -3.690 -8.154
O 0.870 -4.975 -7.879
C 0.042 -2.953 -8.902
O -0.964 -3.549 -9.234
C 0.260 -1.541 -9.196
C 1.394 -0.940 -8.820
O 1.625 0.354 -9.072
H 3.026 -3.610 -7.243
H -0.011 -5.165 -8.254
H -0.525 -1.015 -9.721
H 2.509 0.541 -8.703
O -9.566 -0.873 -6.479
C -8.803 -0.588 -5.576
C -8.221 0.741 -5.420
C -7.375 0.997 -4.416
O -6.829 2.210 -4.251
C -6.992 -0.062 -3.426
O -6.204 0.210 -2.541
C -7.594 -1.384 -3.568
C -8.443 -1.637 -4.570
O -9.013 -2.837 -4.728
H -8.503 1.494 -6.143
H -6.257 2.149 -3.459
H -7.324 -2.134 -2.838
H -9.577 -2.758 -5.520

Cartesian forces (eV/Å) of the 2 atoms listed first:
C 1.065 0.198 0.110
C -0.011 0.713 -0.122

***

A structure of composition C48H35N3O6P2ReS8 in a non-equilibrium geometry, computed with ωB97M-V/def2-TZVPD.

Values from the calculation:
⟨S²⟩: 0.812
Charge: -2
HOMO (alpha / beta): -1.94 / -2.16 eV
2S+1: 2
LUMO level (alpha / beta): 3.5 / 3.5 eV
ΔE to the lowest compared entry with this formula, charge and spin: 0.552 eV
Frontier orbital gap (alpha / beta): 5.41 / 5.64 eV

Atoms and positions in Å:
Re 0.454 0.654 -0.118
C -4.265 5.131 1.187
C -3.062 5.793 0.483
C -3.343 7.284 0.317
C -1.813 5.539 1.313
C -1.190 6.447 2.152
C -0.070 6.072 2.878
C 0.450 4.788 2.773
C -0.143 3.846 1.930
P 0.439 2.098 1.725
C 2.137 2.364 2.377
C 3.075 2.932 1.517
C 4.356 3.228 1.962
C 4.718 2.961 3.275
C 3.789 2.407 4.142
C 2.504 2.115 3.698
C -0.431 1.330 3.145
C -1.654 1.804 3.616
C -2.388 1.065 4.537
C -1.909 -0.152 4.993
C -0.696 -0.634 4.526
C 0.037 0.093 3.600
C -1.269 4.261 1.234
O -1.876 3.345 0.409
C -2.192 3.869 -0.823
C -1.842 3.152 -1.952
C -2.278 3.663 -3.176
C -2.953 4.871 -3.248
C -3.209 5.603 -2.093
C -2.835 5.105 -0.856
P -0.847 1.576 -1.887
C -2.203 0.604 -2.670
C -3.326 0.382 -1.869
C -4.439 -0.272 -2.372
C -4.453 -0.702 -3.694
C -3.357 -0.460 -4.506
C -2.237 0.196 -4.001
C 0.315 1.861 -3.271
C 0.915 0.725 -3.822
C 1.931 0.848 -4.755
C 2.380 2.108 -5.131
C 1.809 3.239 -4.566
C 0.781 3.116 -3.637
H -4.418 5.583 2.170
H -4.102 4.061 1.319
H -5.170 5.270 0.591
H -3.505 7.751 1.290
H -4.253 7.440 -0.266
H -2.517 7.795 -0.181
H -1.569 7.457 2.243
H 0.410 6.791 3.532
H 1.331 4.521 3.337
H 2.802 3.124 0.489
H 5.075 3.649 1.270
H 5.723 3.177 3.618
H 4.062 2.191 5.169
H 1.789 1.692 4.390
H -2.054 2.741 3.257
H -3.350 1.433 4.875
H -2.498 -0.742 5.686
H -0.335 -1.606 4.840
H 0.944 -0.330 3.172
H -2.066 3.113 -4.083
H -3.271 5.255 -4.210
H -3.707 6.562 -2.169
H -3.324 0.718 -0.842
H -5.286 -0.462 -1.723
H -5.315 -1.230 -4.084
H -3.360 -0.794 -5.537
H -1.389 0.369 -4.648
H 0.614 -0.265 -3.481
H 2.395 -0.041 -5.160
H 3.194 2.205 -5.838
H 2.177 4.223 -4.829
H 0.362 4.009 -3.184
S -1.198 -2.518 -2.119
C -2.315 -2.481 -0.776
C -3.310 -3.501 -0.776
N -4.102 -4.341 -0.811
C -2.459 -1.395 0.095
S -1.385 -0.310 0.830
C -3.771 -1.242 0.695
N -4.822 -1.033 1.116
O 3.044 -2.488 0.459
S 1.770 -1.800 0.528
O 0.808 -2.561 1.298
O 1.952 -0.370 1.089
O 1.246 -1.366 -0.843
O 4.297 1.897 -1.958
C 3.219 1.662 -1.486
N 2.144 1.487 -1.037
C 3.130 -5.568 -0.702
S 2.858 -5.668 -2.493
C 1.150 -6.061 -2.545
C 0.148 -5.235 -2.189
S 0.453 -3.637 -1.530
S -1.459 -5.920 -2.217
C -1.021 -7.488 -2.811
S -2.107 -8.687 -3.148
S 0.686 -7.684 -2.990
H 4.173 -5.290 -0.566
H 2.945 -6.532 -0.232
H 2.501 -4.797 -0.249

Cartesian forces (eV/Å) of the 2 atoms listed first:
Re 1.511 -0.858 0.110
C -0.029 -0.034 0.014

***

A structure of composition C48H36AuN4O4 in a non-equilibrium geometry, computed with ωB97M-V/def2-TZVPD.

Values from the calculation:
Charge: +1
HOMO (alpha / beta): -9.10 / -9.07 eV
2S+1: 1
LUMO level (alpha / beta): -4.2 / -4.0 eV
Frontier orbital gap (alpha / beta): 4.90 / 5.11 eV

Atoms and positions in Å:
Au 0.094 -0.698 0.101
C -6.340 6.792 0.527
O -5.080 6.521 -0.047
C -4.438 5.365 0.198
C -4.836 4.373 1.097
C -4.116 3.198 1.206
C -2.986 2.968 0.424
C -2.580 3.979 -0.462
C -3.279 5.153 -0.565
C -2.228 1.722 0.410
C -1.760 1.111 1.582
C -2.138 1.443 2.909
C -1.533 0.547 3.742
C -0.724 -0.296 2.936
N -0.891 0.056 1.617
C 0.178 -1.241 3.431
C 1.161 -1.844 2.652
C 2.263 -2.594 3.124
C 3.177 -2.659 2.101
C 2.621 -1.973 0.999
C 3.215 -1.778 -0.295
C 4.556 -1.340 -0.477
C 5.373 -0.998 0.630
C 6.617 -0.458 0.464
C 7.131 -0.188 -0.818
O 8.354 0.362 -0.859
C 8.968 0.642 -2.102
C 6.334 -0.498 -1.929
C 5.090 -1.055 -1.759
C 2.329 -1.950 -1.410
N 1.061 -1.475 -1.425
C 0.528 -1.755 -2.671
C -0.668 -1.225 -3.142
C -1.179 -1.520 -4.487
C -2.443 -2.106 -4.599
C -3.035 -2.271 -5.826
C -2.414 -1.793 -6.988
O -3.148 -1.884 -8.115
C -2.697 -1.280 -9.307
C -1.139 -1.236 -6.885
C -0.526 -1.123 -5.650
C -1.408 -0.277 -2.426
C -2.407 0.556 -2.984
C -2.778 1.449 -2.021
C -2.027 1.143 -0.856
N -1.194 0.100 -1.124
C 1.470 -2.511 -3.406
C 2.595 -2.616 -2.625
N 1.378 -1.541 1.318
C 0.163 -1.380 4.906
C 0.750 -0.371 5.674
C 0.596 -0.349 7.039
C -0.199 -1.304 7.681
O -0.381 -1.114 9.005
C -1.285 -1.937 9.705
C -0.744 -2.339 6.926
C -0.551 -2.376 5.554
H -6.693 7.685 0.014
H -6.268 6.995 1.598
H -7.041 5.973 0.354
H -5.720 4.495 1.703
H -4.479 2.418 1.859
H -1.697 3.820 -1.062
H -2.971 5.923 -1.254
H -2.771 2.256 3.192
H -1.625 0.488 4.807
H 2.354 -2.990 4.115
H 4.119 -3.173 2.102
H 4.996 -1.149 1.627
H 7.231 -0.211 1.314
H 9.952 1.045 -1.861
H 8.405 1.392 -2.668
H 9.085 -0.265 -2.705
H 6.683 -0.289 -2.931
H 4.504 -1.263 -2.638
H -2.949 -2.440 -3.706
H -4.003 -2.736 -5.924
H -3.546 -1.316 -9.988
H -1.853 -1.823 -9.743
H -2.410 -0.237 -9.145
H -0.624 -0.867 -7.757
H 0.444 -0.654 -5.581
H -2.771 0.499 -3.988
H -3.528 2.211 -2.106
H 1.319 -2.894 -4.395
H 3.497 -3.148 -2.850
H 1.320 0.403 5.184
H 1.058 0.416 7.640
H -1.347 -1.516 10.708
H -0.920 -2.966 9.770
H -2.279 -1.925 9.247
H -1.335 -3.110 7.391
H -0.994 -3.175 4.978

Cartesian forces (eV/Å) of the 2 atoms listed first:
Au 0.027 0.021 -0.024
C -0.217 0.031 0.101

***

The highest 2S+1 belongs to which entry? C48H35N3O6P2ReS8

***

What is the formula in the fourth record? C48H36AuN4O4